1.
An isolated molecule of C4H6N2S in a non-equilibrium geometry. Source: OMol25; level of theory: ωB97M-V/def2-TZVPD.

Last columns: bonded neighbours and bond lengths (Å).
Element x y z (Å)
1 C 0.2044 1.6072 -0.2007  C2 1.390, N5 1.303, H8 1.034
2 C 1.5134 1.1391 -0.1910  C1 1.390, S7 1.721, H9 1.101
3 C -1.4906 -0.0947 -0.6521  C4 1.444, N5 1.195
4 C -2.4255 -1.0004 -0.0269  C3 1.444, H10 1.115, H11 1.139, H12 1.075
5 N -0.7092 0.6786 -0.1848  C1 1.303, C3 1.195
6 N 3.2504 -0.6465 0.4532  S7 1.577, H13 0.989
7 S 1.7348 -0.5538 0.0288  C2 1.721, N6 1.577
8 H -0.0408 2.6095 -0.1426  C1 1.034
9 H 2.3408 1.8583 -0.0878  C2 1.101
10 H -3.2978 -0.6922 0.5960  C4 1.115
11 H -1.7381 -1.6815 0.5741  C4 1.139
12 H -2.9429 -1.6557 -0.7038  C4 1.075
13 H 3.6012 -1.5678 0.5376  N6 0.989

Computed properties:
energy above the lowest of the compared OMol25 structures with the same formula, charge and spin	115.4	kcal/mol
HOMO level (spin up / spin down)	-6.94 / -7.39	eV
charge	0
2S+1	1
maximum force	0.0618	Eh/bohr
LUMO (spin up / spin down)	-0.1 / -0.2	eV

Charges in e, computed with natural (NBO), in the same order as the atoms: C -0.066; C -0.479; C 0.313; C -0.734; N -0.361; N -0.946; S 0.734; H 0.217; H 0.245; H 0.248; H 0.245; H 0.231; H 0.354

***

2.
A 5-piece molecular cluster, C24H42N2O4S5 overall in a non-equilibrium geometry. Source: OMol25; level of theory: ωB97M-V/def2-TZVPD.

Last columns: bonded neighbours and bond lengths (Å).
Element x y z (Å)
1 C 4.5549 -3.4448 -2.2893  C2 1.583, H20 1.130, H21 1.126, H22 1.126
2 C 3.3323 -4.1185 -1.5423  C1 1.583, C3 1.609, H23 1.127, H24 1.123
3 C 1.9878 -3.2497 -1.7040  C2 1.609, C4 1.576, H25 1.119, H26 1.121
4 C 1.9375 -2.2628 -0.4766  C3 1.576, N5 1.478, H27 1.128, H28 1.126
5 N 0.6155 -1.6627 -0.1986  C4 1.478, C6 1.435, H29 1.022
6 C -0.4266 -2.6325 -0.0150  N5 1.435, C7 1.476, C11 1.464
7 C -0.3510 -3.4819 1.1902  C6 1.476, C8 1.470, H30 1.119
8 C -1.4031 -4.4975 1.3365  C7 1.470, C9 1.460, H31 1.112
9 C -2.4291 -4.6129 0.3046  C8 1.460, C10 1.466, S19 1.838
10 C -2.5317 -3.7643 -0.8866  C9 1.466, C11 1.486, N12 1.440
11 C -1.4691 -2.7369 -1.0369  C6 1.464, C10 1.486, H32 1.117
12 N -3.5355 -3.8742 -1.9139  C10 1.440, C13 1.443, H33 1.020
13 C -4.8398 -4.2567 -1.4291  N12 1.443, C14 1.485, C18 1.458
14 C -6.0210 -3.6482 -2.0932  C13 1.485, C15 1.472, H34 1.112
15 C -7.3693 -3.9945 -1.6148  C14 1.472, C16 1.470, H35 1.112
16 C -7.6144 -4.9246 -0.5028  C15 1.470, C17 1.458, H36 1.120
17 C -6.4543 -5.5396 0.1320  C16 1.458, C18 1.459, H37 1.121
18 C -5.1205 -5.1878 -0.3426  C13 1.458, C17 1.459, S19 1.832
19 S -3.6838 -5.9403 0.5094  C9 1.838, C18 1.832
20 H 4.1456 -2.7444 -3.0758  C1 1.130
21 H 5.1883 -4.1839 -2.8558  C1 1.126
22 H 5.2239 -2.8779 -1.5831  C1 1.126
23 H 3.5629 -4.2557 -0.4478  C2 1.127
24 H 3.1314 -5.1272 -1.9934  C2 1.123
25 H 1.1496 -3.9896 -1.7457  C3 1.119
26 H 2.0595 -2.7395 -2.7000  C3 1.121
27 H 2.7079 -1.4528 -0.6299  C4 1.128
28 H 2.2407 -2.8261 0.4505  C4 1.126
29 H 0.3613 -0.9308 -0.8651  N5 1.022
30 H 0.4775 -3.3661 1.9340  C7 1.119
31 H -1.4063 -5.1998 2.1987  C8 1.112
32 H -1.4063 -2.0409 -1.9082  C11 1.117
33 H -3.6107 -3.0033 -2.4400  N12 1.020
34 H -5.9419 -2.9320 -2.9404  C14 1.112
35 H -8.2616 -3.5465 -2.1055  C15 1.112
36 H -8.6528 -5.1467 -0.1464  C16 1.120
37 H -6.5511 -6.2704 0.9761  C17 1.121
38 C -6.5632 0.4750 1.9459  S39 1.803, H42 1.090, H43 1.091, H44 1.091
39 S -5.8546 -0.4871 0.5951  C38 1.803, O40 1.490, C41 1.802
40 O -6.9824 -0.9438 -0.2644  S39 1.490
41 C -5.3465 -1.8875 1.6096  S39 1.802, H45 1.091, H46 1.091, H47 1.090
42 H -6.9823 1.3919 1.5326  C38 1.090
43 H -7.3526 -0.0976 2.4350  C38 1.091
44 H -5.7802 0.7256 2.6631  C38 1.091
45 H -6.2136 -2.3097 2.1200  C41 1.091
46 H -4.6035 -1.5581 2.3377  C41 1.091
47 H -4.9053 -2.6425 0.9586  C41 1.090
48 C 1.6466 1.8460 -2.1276  S49 1.799, H52 1.090, H53 1.092, H54 1.092
49 S 0.0486 1.2980 -2.7465  C48 1.799, O50 1.498, C51 1.801
50 O 0.0617 -0.1997 -2.7540  S49 1.498
51 C 0.3073 1.8459 -4.4428  S49 1.801, H55 1.091, H56 1.091, H57 1.090
52 H 1.7229 1.5687 -1.0763  C48 1.090
53 H 2.4482 1.3635 -2.6900  C48 1.092
54 H 1.7208 2.9310 -2.2208  C48 1.092
55 H 1.1938 1.3640 -4.8575  C51 1.091
56 H 0.4252 2.9300 -4.4590  C51 1.091
57 H -0.5663 1.5677 -5.0315  C51 1.090
58 C 2.1656 6.5012 1.1925  S59 1.801, H62 1.090, H63 1.091, H64 1.091
59 S 2.9708 5.8273 -0.2705  C58 1.801, O60 1.494, C61 1.799
60 O 1.9492 5.0341 -1.0178  S59 1.494
61 C 4.0149 4.6632 0.6184  S59 1.799, H65 1.091, H66 1.092, H67 1.090
62 H 1.4288 7.2372 0.8715  C58 1.090
63 H 1.6663 5.7023 1.7425  C58 1.091
64 H 2.9117 6.9850 1.8252  C58 1.091
65 H 3.3967 3.9826 1.2061  C61 1.091
66 H 4.6940 5.2152 1.2711  C61 1.092
67 H 4.5922 4.0918 -0.1089  C61 1.090
68 C 6.4916 8.5195 4.1617  S69 1.802, H72 1.089, H73 1.091, H74 1.091
69 S 6.6932 7.0563 3.1298  C68 1.802, O70 1.493, C71 1.802
70 O 5.3316 6.4986 2.8768  S69 1.493
71 C 7.4641 6.0370 4.4000  S69 1.802, H75 1.091, H76 1.091, H77 1.089
72 H 5.9865 9.2868 3.5760  C68 1.089
73 H 5.8895 8.2757 5.0381  C68 1.091
74 H 7.4725 8.8850 4.4685  C68 1.091
75 H 6.7999 5.9514 5.2611  C71 1.091
76 H 8.4125 6.4852 4.6988  C71 1.091
77 H 7.6470 5.0474 3.9827  C71 1.089

Computed properties:
HOMO level	-6.89	eV
charge	0
2S+1	1
maximum force	0.0666	Eh/bohr
LUMO	0.4	eV

Charges in e, computed with Mulliken, in the same order as the atoms: C -0.963; C -0.560; C 0.065; C -0.889; N -0.191; C -0.147; C -0.557; C -0.701; C 0.603; C 0.069; C -0.187; N -0.295; C 0.427; C -0.477; C -0.487; C -0.502; C -0.538; C 0.518; S -0.411; H 0.246; H 0.322; H 0.245; H 0.309; H 0.350; H 0.200; H 0.177; H 0.281; H 0.264; H 0.272; H 0.368; H 0.337; H 0.304; H 0.309; H 0.278; H 0.320; H 0.337; H 0.302; C -0.965; S 0.498; O -0.581; C -0.478; H 0.333; H 0.292; H 0.346; H 0.347; H 0.415; H -0.177; C -0.976; S 0.475; O -0.610; C -1.039; H 0.294; H 0.368; H 0.400; H 0.318; H 0.410; H 0.339; C -0.894; S 0.396; O -0.569; C -0.620; H 0.339; H 0.289; H 0.324; H 0.294; H 0.150; H 0.331; C -0.983; S 0.492; O -0.610; C -0.967; H 0.318; H 0.311; H 0.385; H 0.312; H 0.382; H 0.312

***

3.
A 13-piece molecular cluster, C5H36N2O13 overall in a non-equilibrium geometry. Source: OMol25; level of theory: ωB97M-V/def2-TZVPD.

Last columns: bonded neighbours and bond lengths (Å).
Element x y z (Å)
1 O 0.2600 -0.4974 0.3421  C2 1.215
2 C 0.1285 0.2545 -0.6026  O1 1.215, N3 1.326, C6 1.542
3 N 0.6927 1.4547 -0.6042  C2 1.326, C4 1.484, C5 1.503
4 C 1.6174 1.8891 0.4719  N3 1.484, H9 1.076, H10 1.158, H11 1.177
5 C 0.5417 2.4399 -1.7296  N3 1.503, H12 1.125, H13 1.120, H14 1.123
6 C -0.8151 -0.2399 -1.7180  C2 1.542, C7 1.556, N8 1.461, H15 1.111
7 C -2.2378 -0.6960 -1.2830  C6 1.556, H16 1.048, H17 1.107, H18 1.119
8 N 0.0045 -1.1935 -2.4628  C6 1.461, H19 0.960, H20 1.021
9 H 1.1884 2.0881 1.4382  C4 1.076
10 H 2.2329 0.9105 0.4046  C4 1.158
11 H 2.1148 2.8719 0.0571  C4 1.177
12 H -0.4404 2.2345 -2.2374  C5 1.125
13 H 1.1672 2.5481 -2.6520  C5 1.120
14 H 0.6549 3.4466 -1.2453  C5 1.123
15 H -1.0244 0.5489 -2.4721  C6 1.111
16 H -2.5413 -0.2669 -0.3766  C7 1.048
17 H -3.0329 -0.5216 -2.0326  C7 1.107
18 H -2.2382 -1.8091 -1.1689  C7 1.119
19 H -0.1736 -2.1319 -2.3659  N8 0.960
20 H 1.0116 -1.0439 -2.3845  N8 1.021
21 H 0.8533 0.0962 -4.0308  O23 1.027
22 H 2.0803 0.6262 -3.1445  O23 0.900
23 O 1.5994 0.7880 -3.8880  H21 1.027, H22 0.900
24 H -0.9595 -1.6721 1.0270  O26 1.021
25 H -1.6444 -2.7999 0.4658  O26 1.051
26 O -1.8889 -2.0677 1.1783  H24 1.021, H25 1.051
27 H 1.0783 -2.6363 2.8147  O29 0.906
28 H 0.6887 -1.5468 1.7376  O29 1.026
29 O 1.1494 -1.7524 2.6313  H27 0.906, H28 1.026
30 H -3.3027 2.5229 -1.4472  O32 0.888
31 H -1.8168 2.8111 -1.0884  O32 0.878
32 O -2.4362 2.3314 -1.4846  H30 0.888, H31 0.878
33 H -1.0887 -0.5339 3.9857  O35 0.839
34 H 0.3519 -0.7625 3.8005  O35 0.988
35 O -0.3528 -0.1731 4.1650  H33 0.839, H34 0.988
36 H 4.7989 -1.5407 1.0924  O38 0.993
37 H 3.4863 -1.7861 1.5973  O38 0.950
38 O 3.8819 -1.6816 0.7394  H36 0.993, H37 0.950
39 H 2.6842 -2.4280 -0.7827  O41 1.012
40 H 2.7810 -3.4096 -2.0348  O41 0.918
41 O 2.3568 -2.6620 -1.7112  H39 1.012, H40 0.918
42 H -0.4272 2.0121 1.8477  O44 0.991
43 H -0.3467 1.2068 3.1375  O44 1.039
44 O -0.7007 2.1215 2.7943  H42 0.991, H43 1.039
45 H 0.4444 -2.0753 -0.0994  O47 1.006
46 H 0.8612 -3.3975 -0.8465  O47 0.932
47 O 0.3260 -3.0732 -0.1558  H45 1.006, H46 0.932
48 H 0.2029 -4.1705 1.2928  O50 0.935
49 H -0.7156 -3.8650 2.4548  O50 0.940
50 O 0.1447 -4.1662 2.2256  H48 0.935, H49 0.940
51 H -2.9409 2.1772 0.6728  O53 0.897
52 H -2.7107 2.6652 2.0504  O53 1.010
53 O -3.3522 2.7046 1.2712  H51 0.897, H52 1.010
54 H -1.4706 5.3285 -0.2096  O56 0.974
55 H -1.5561 4.1180 0.7035  O56 0.972
56 O -1.1698 4.4043 -0.1409  H54 0.974, H55 0.972

Computed properties:
energy above the lowest of the compared OMol25 structures with the same formula, charge and spin	156.2	kcal/mol
HOMO level	-9.31	eV
charge	0
2S+1	1
maximum force	0.1984	Eh/bohr
LUMO	0.1	eV

Charges in e, computed with natural (NBO), in the same order as the atoms: O -0.763; C 0.709; N -0.413; C -0.429; C -0.474; C -0.137; C -0.592; N -0.862; H 0.217; H 0.238; H 0.224; H 0.240; H 0.249; H 0.225; H 0.216; H 0.236; H 0.221; H 0.202; H 0.374; H 0.378; H 0.506; H 0.457; O -0.963; H 0.469; H 0.478; O -0.972; H 0.499; H 0.501; O -0.995; H 0.485; H 0.492; O -0.969; H 0.455; H 0.506; O -0.946; H 0.480; H 0.490; O -0.962; H 0.521; H 0.481; O -0.988; H 0.442; H 0.509; O -0.991; H 0.497; H 0.496; O -1.038; H 0.495; H 0.482; O -0.977; H 0.459; H 0.495; O -0.957; H 0.487; H 0.492; O -0.971

***

4.
An isolated ion of composition C5H12NO2Se and charge +1 in a non-equilibrium geometry. Source: OMol25; level of theory: ωB97M-V/def2-TZVPD.

Last columns: bonded neighbours and bond lengths (Å).
Element x y z (Å)
1 C -1.9558 -1.3190 1.2589  O2 1.409, H10 1.122, H11 1.106, H12 1.111
2 O -0.9003 -0.9176 0.4154  C1 1.409, C3 1.310
3 C -0.2098 0.1613 0.6883  O2 1.310, O4 1.191, C5 1.473
4 O -0.5944 1.0695 1.3553  C3 1.191
5 C 1.0190 0.2567 -0.1193  C3 1.473, C6 1.514, N7 1.573, Se8 2.083
6 C 1.8412 -1.0058 0.0317  C5 1.514, H13 1.087, H14 1.086, H15 1.156
7 N 1.7532 1.4655 0.5684  C5 1.573, H16 1.179, H17 0.996, H18 1.060
8 Se 0.6021 0.7399 -2.1024  C5 2.083, C9 1.993
9 C -1.3825 0.5788 -2.1994  Se8 1.993, H19 1.087, H20 1.106, H21 1.069
10 H -2.2906 -2.2684 0.7632  C1 1.122
11 H -2.6910 -0.5189 1.4629  C1 1.106
12 H -1.5871 -1.7065 2.2328  C1 1.111
13 H 2.2165 -1.0644 1.0505  C6 1.087
14 H 1.2430 -1.8651 -0.2550  C6 1.086
15 H 2.6827 -0.5771 -0.6356  C6 1.156
16 H 0.7943 1.8318 1.1480  N7 1.179
17 H 2.5640 1.1952 1.0798  N7 0.996
18 H 2.0110 2.2793 -0.0591  N7 1.060
19 H -1.6942 -0.4390 -1.9782  C9 1.087
20 H -1.9147 1.2350 -1.4858  C9 1.106
21 H -1.5064 0.8685 -3.2205  C9 1.069

Computed properties:
energy above the lowest of the compared OMol25 structures with the same formula, charge and spin	0.0	kcal/mol
HOMO level	-12.97	eV
charge	+1
2S+1	1
maximum force	0.0765	Eh/bohr
LUMO	-3.7	eV

Charges in e, computed with natural (NBO), in the same order as the atoms: C -0.289; O -0.480; C 0.753; O -0.571; C -0.066; C -0.640; N -0.775; Se 0.333; C -0.743; H 0.228; H 0.222; H 0.207; H 0.219; H 0.275; H 0.232; H 0.488; H 0.432; H 0.454; H 0.237; H 0.235; H 0.249